The ion C8H13N4 with charge +1. Source: the OMol25 dataset; level of theory: the ωB97M-V functional and the def2-TZVPD basis.

Last column: natural (NBO) charge in e.
Element x y z (Å)
C: 1.378 1.407 -1.924  -0.089
C: 0.263 0.130 -3.358  0.208
C: 0.661 0.494 -1.297  0.257
C: -0.728 -0.496 0.598  0.583
C: 0.872 1.388 1.164  -0.393
C: 1.710 0.114 1.070  -0.344
C: 0.433 0.314 0.188  -0.168
C: -2.102 -1.314 2.490  -0.476
N: -0.074 -0.290 -2.167  -0.558
N: 1.210 1.115 -3.273  -0.608
N: -1.023 -0.543 1.891  -0.547
N: -1.448 -1.147 -0.186  -0.688
H: 2.189 2.099 -1.659  0.229
H: 0.046 -0.185 -4.396  0.217
H: 0.367 1.620 2.056  0.235
H: 1.507 2.175 0.743  0.252
H: 2.661 0.127 0.668  0.243
H: 1.468 -0.639 1.804  0.209
H: -3.026 -0.848 2.183  0.226
H: -2.145 -2.462 2.283  0.220
H: -2.293 -1.248 3.577  0.266
H: 1.921 1.373 -3.978  0.418
H: -0.300 -0.219 2.562  0.423
H: -1.411 -1.152 -1.175  0.472
H: -2.137 -1.812 0.135  0.414

Energy relative to the best compared isomer or geometry (same formula, charge and spin)   0.0 kJ/mol
Multiplicity   3
Total charge   +1
DFT total energy   -531.228952 hartree
Gap between HOMO and LUMO (alpha / beta)   5.1387 / 7.9065 eV